C20H41I2InN4OP as an isolated structure, computed with wB97M-V/def2-TZVPD.

Last column: Mulliken charge in e.
Element x y z (Å)
In (-0.89194, 0.47395, -1.99570)  0.57
I (-2.99061, -1.53849, -3.26704)  0.17
C (-3.89848, 0.22665, -4.01002)  -0.91
I (-3.70231, 1.86063, -2.68194)  0.16
H (-4.95495, 0.02432, -4.12736)  0.51
H (-3.41169, 0.48212, -4.94163)  0.38
N (-1.37779, 0.41406, -0.12597)  -0.26
P (-0.30733, -0.17195, 0.90406)  -0.51
N (0.97770, 0.83190, 1.19625)  1.19
C (1.95932, 0.63549, 2.27612)  -1.47
C (3.37097, 0.89341, 1.76431)  -0.65
C (3.47134, 2.30497, 1.19029)  -1.14
C (2.38978, 2.54030, 0.13862)  -0.24
C (1.01520, 2.21492, 0.70579)  -1.34
N (0.31673, -1.60682, 0.33670)  0.82
C (1.66388, -2.11951, 0.60330)  -0.15
C (1.63101, -3.37404, 1.46326)  -0.64
C (0.81165, -4.45448, 0.76497)  -0.88
C (-0.58194, -3.93091, 0.43395)  -0.44
C (-0.51805, -2.61344, -0.33621)  -1.19
N (-1.01643, -0.39992, 2.37897)  0.10
C (-1.27138, 0.82460, 3.18459)  -0.25
C (-2.26288, 0.52800, 4.29777)  -1.03
C (-3.63130, 0.12035, 3.74466)  -0.64
C (-3.47332, -0.70621, 2.45953)  -0.71
C (-2.11503, -1.39129, 2.43809)  -0.29
H (1.84233, -0.35529, 2.71368)  0.63
H (1.74818, 1.35974, 3.07169)  0.58
H (3.61654, 0.16859, 0.98222)  0.24
H (4.08647, 0.75201, 2.57559)  0.40
H (4.46262, 2.48041, 0.77161)  0.44
H (3.33752, 3.03056, 1.99984)  0.34
H (2.57637, 1.90151, -0.73212)  -0.02
H (2.40659, 3.57659, -0.20601)  0.50
H (0.22374, 2.36524, -0.02448)  0.84
H (0.79454, 2.89084, 1.54334)  0.29
H (2.27676, -1.34201, 1.04234)  -0.34
H (2.11756, -2.36442, -0.36637)  0.39
H (1.18187, -3.12850, 2.43147)  0.26
H (2.64970, -3.71809, 1.65063)  0.39
H (0.74175, -5.35056, 1.38200)  0.42
H (1.32186, -4.74690, -0.15992)  0.30
H (-1.13584, -3.77650, 1.36325)  0.21
H (-1.14076, -4.66034, -0.15638)  0.38
H (-1.51578, -2.20423, -0.49618)  0.40
H (-0.07687, -2.81017, -1.32572)  0.52
H (-1.66564, 1.63435, 2.55711)  0.35
H (-0.33678, 1.16622, 3.61814)  0.09
H (-2.35150, 1.41339, 4.92845)  0.43
H (-1.85188, -0.26135, 4.93214)  0.35
H (-4.22905, 1.01058, 3.54097)  0.35
H (-4.17181, -0.44958, 4.50162)  0.30
H (-3.53751, -0.06704, 1.57592)  0.21
H (-4.26465, -1.45225, 2.37366)  0.48
H (-2.04311, -2.04813, 1.57539)  -0.08
H (-1.98368, -2.02032, 3.32256)  0.40
C (0.60699, 1.80016, -5.67316)  -1.89
C (0.69406, 1.56151, -4.17774)  1.77
C (1.97851, 0.83666, -3.80494)  -1.21
C (0.57135, 2.87306, -3.41051)  -1.53
O (-0.42831, 0.70793, -3.84992)  -0.40
H (1.42356, 2.43950, -6.00996)  0.40
H (-0.33757, 2.28411, -5.92427)  0.40
H (0.66515, 0.85273, -6.20868)  0.41
H (2.85784, 1.43896, -4.03774)  0.41
H (2.05300, -0.11060, -4.33899)  0.34
H (2.00353, 0.62494, -2.72770)  0.05
H (1.34204, 3.58883, -3.69798)  0.51
H (0.69195, 2.70985, -2.32847)  0.27
H (-0.40383, 3.32944, -3.59175)  0.28

Cartesian forces (eV/Å) of the 3 atoms listed first:
-0.4 0.0 0.2
0.0 -0.1 0.0
0.0 0.0 0.0

Molar mass = 753.2 g/mol
E_tot = -60073.007 eV
Frontier orbital gap = 7.959 eV
Net charge = +1


A 16-piece molecular cluster, C60H160B6F24N10O20 overall, computed with wB97M-V/def2-TZVPD.

Last column: Mulliken charge in e.
Element x y z (Å)
C (-1.73644, -25.29164, -5.17347)  -0.92
O (-0.75853, -24.96424, -6.17478)  -0.11
C (-0.55776, -25.90472, -7.25322)  -1.01
C (0.84486, -25.64719, -7.72678)  -0.13
N (1.74523, -26.04642, -6.51060)  -0.03
H (1.49657, -25.47664, -5.71459)  0.38
H (1.56797, -26.98856, -6.19271)  0.47
C (3.20988, -25.77438, -6.83491)  -0.59
C (3.78873, -26.83027, -7.73471)  -0.71
O (3.28236, -28.07579, -7.39705)  -0.36
C (3.52395, -29.12297, -8.26534)  -0.77
H (-1.28988, -26.13207, -4.64209)  0.35
H (-2.67640, -25.61262, -5.62242)  0.38
H (-1.86221, -24.42210, -4.52836)  0.24
H (-1.31626, -25.60085, -7.97463)  0.47
H (-0.65348, -26.97592, -7.07582)  0.48
H (0.86170, -24.59648, -8.01633)  -0.08
H (1.06103, -26.22594, -8.62479)  0.41
H (3.77374, -25.91096, -5.91214)  0.46
H (3.41463, -24.73417, -7.08820)  0.22
H (4.86869, -26.83133, -7.58713)  0.56
H (3.72912, -26.48183, -8.76579)  0.38
H (3.18596, -28.81840, -9.25584)  0.33
H (2.92143, -30.01887, -8.11556)  0.28
H (4.60439, -29.26671, -8.25584)  0.31
C (0.09070, -21.03942, -2.92515)  -0.57
O (1.43945, -20.97170, -2.41202)  -0.52
C (1.74223, -19.61379, -2.05471)  -0.58
C (3.21758, -19.54467, -1.56481)  -0.38
N (4.00150, -20.30906, -2.64005)  -0.12
H (3.43339, -21.12310, -2.82631)  0.34
H (4.16059, -19.81173, -3.50460)  0.39
C (5.43779, -20.76040, -2.32822)  -0.65
C (6.42933, -19.54546, -2.14063)  -0.56
O (6.16689, -18.73907, -0.98236)  -0.32
C (6.25988, -17.32787, -1.17321)  -0.81
H (0.00423, -22.10726, -3.12604)  0.21
H (0.08257, -20.57669, -3.91202)  0.21
H (-0.67117, -20.62543, -2.26464)  0.33
H (1.15249, -19.40194, -1.16284)  0.39
H (1.61721, -18.80866, -2.77875)  0.38
H (3.29451, -20.08103, -0.61902)  0.36
H (3.73867, -18.59171, -1.65658)  0.29
H (5.74290, -21.41773, -3.14243)  0.37
H (5.40595, -21.31080, -1.38793)  0.37
H (6.55885, -18.89558, -3.00607)  0.43
H (7.37065, -19.99082, -1.81866)  0.36
H (6.12676, -16.99499, -0.14386)  0.26
H (5.52764, -16.79032, -1.77568)  0.35
H (7.27354, -17.05718, -1.46870)  0.38
C (-0.64837, -20.93039, -14.36552)  -0.79
O (0.46399, -21.03233, -13.34023)  0.02
C (1.38086, -22.02347, -13.66509)  -0.92
C (2.34152, -22.20930, -12.40574)  -0.12
N (1.48689, -23.05013, -11.35721)  -0.09
H (1.01919, -23.75087, -11.91428)  0.40
H (2.10828, -23.51925, -10.71387)  0.33
C (0.37215, -22.30177, -10.55728)  -1.03
C (0.97996, -21.48503, -9.52732)  0.34
O (1.17384, -22.27620, -8.44081)  0.19
C (1.87558, -21.85587, -7.28864)  -1.04
H (-1.23625, -21.84389, -14.45505)  0.34
H (-0.30452, -20.70199, -15.37433)  0.35
H (-1.19551, -20.01043, -14.15955)  0.21
H (2.03562, -21.69546, -14.47244)  0.46
H (0.94540, -22.98529, -13.93600)  0.44
H (2.56923, -21.18935, -12.09598)  -0.21
H (3.27851, -22.70120, -12.66686)  0.54
H (-0.31570, -23.02910, -10.12607)  0.51
H (-0.29844, -21.73464, -11.20286)  0.32
H (0.29397, -20.69105, -9.23219)  -0.07
H (1.86438, -20.89801, -9.77495)  -0.04
H (2.94594, -21.98125, -7.45208)  0.32
H (1.46610, -22.53577, -6.54154)  0.12
H (1.60813, -20.83750, -7.00669)  0.43
C (-9.52836, -19.09720, -8.31412)  -1.42
O (-8.46661, -19.67867, -8.92905)  0.68
C (-7.28175, -19.96980, -8.10414)  1.14
C (-6.07225, -20.38444, -8.96127)  -1.33
N (-5.56435, -19.33630, -9.92925)  0.88
H (-5.41255, -18.45873, -9.45289)  -0.47
H (-4.66775, -19.57076, -10.33078)  0.41
C (-6.51702, -19.06247, -11.10011)  -0.08
C (-5.87902, -18.05513, -12.15293)  -0.70
O (-5.19637, -17.05674, -11.44331)  -0.06
C (-4.73745, -15.98077, -12.23728)  -0.98
H (-10.21695, -18.84227, -9.11970)  0.29
H (-9.35845, -18.20742, -7.70790)  0.45
H (-9.97190, -19.91768, -7.75004)  0.14
H (-7.56827, -20.71673, -7.36379)  -0.31
H (-7.04423, -19.02544, -7.61438)  -0.18
H (-6.32686, -21.27384, -9.53768)  0.26
H (-5.19448, -20.51827, -8.32905)  0.31
H (-7.50657, -18.80605, -10.72175)  -0.08
H (-6.42066, -20.02052, -11.61094)  0.41
H (-6.63468, -17.49603, -12.70473)  0.39
H (-5.29043, -18.71523, -12.79005)  0.32
H (-4.33699, -16.15625, -13.23574)  0.43
H (-3.88806, -15.58836, -11.67813)  0.21
H (-5.50490, -15.20962, -12.30413)  0.32
C (-13.67739, -11.33113, -7.25436)  -0.79
O (-13.08651, -12.67376, -7.05036)  -0.35
C (-14.07356, -13.70038, -7.14346)  -0.70
C (-13.44670, -15.06353, -6.89675)  -0.56
N (-12.61155, -15.02734, -5.57961)  0.52
H (-12.38471, -15.99655, -5.40851)  -0.47
H (-11.73874, -14.52851, -5.67689)  0.47
C (-13.31654, -14.41068, -4.35089)  -0.77
C (-12.63108, -14.86545, -3.07432)  -0.03
O (-11.25505, -14.35501, -3.12540)  -0.36
C (-10.51612, -15.01337, -2.13548)  -0.64
H (-14.33715, -11.23343, -6.39223)  0.34
H (-14.38444, -11.24151, -8.07908)  0.32
H (-12.85863, -10.61584, -7.17630)  0.27
H (-14.57331, -13.78717, -8.10825)  0.55
H (-14.90722, -13.65521, -6.44270)  0.40
H (-12.75204, -15.31909, -7.69690)  0.37
H (-14.05903, -15.95989, -6.79831)  0.36
H (-14.31398, -14.84908, -4.38274)  0.48
H (-13.45761, -13.33849, -4.48732)  0.36
H (-12.55696, -15.95283, -3.06008)  -0.13
H (-13.13018, -14.54234, -2.16076)  0.53
H (-10.21256, -16.02905, -2.38916)  0.08
H (-10.88630, -14.98306, -1.11071)  0.36
H (-9.50692, -14.62653, -1.99422)  0.32
C (-9.06957, -20.46804, -3.78773)  -0.23
O (-7.82650, -19.97037, -3.28310)  0.62
C (-7.55257, -18.70896, -3.89446)  -0.24
C (-5.99872, -18.27040, -3.78659)  -1.12
N (-5.17687, -19.53565, -3.99457)  1.26
H (-4.23889, -19.28234, -3.71862)  0.09
H (-5.49885, -20.29946, -3.41750)  -0.43
C (-5.14853, -20.13766, -5.47256)  1.75
C (-4.01243, -21.18096, -5.58395)  -1.54
O (-2.86468, -20.47645, -5.99795)  0.60
C (-1.69536, -21.28173, -6.05220)  -0.39
H (-9.06634, -20.44771, -4.87754)  -0.35
H (-9.80740, -19.72688, -3.48054)  -0.08
H (-9.29005, -21.39483, -3.25806)  0.35
H (-8.20633, -17.96172, -3.44466)  0.49
H (-7.74929, -18.71824, -4.96652)  -0.02
H (-5.57738, -18.01689, -2.81381)  0.24
H (-5.70631, -17.45803, -4.45192)  0.31
H (-5.00607, -19.32037, -6.17956)  -0.52
H (-6.05927, -20.71205, -5.64203)  -0.98
H (-4.20935, -22.02509, -6.24483)  0.53
H (-3.82773, -21.58230, -4.58750)  0.46
H (-1.81178, -22.05343, -6.81314)  0.38
H (-1.38006, -21.69569, -5.09443)  -0.06
H (-0.87994, -20.62718, -6.36003)  -0.09
C (-12.41782, -19.68830, -2.21061)  -0.99
O (-12.52290, -20.23714, -0.83133)  0.08
C (-13.51973, -21.22004, -0.80042)  -0.69
C (-13.46441, -22.00555, 0.47692)  -0.74
N (-13.95678, -21.18396, 1.69718)  -0.12
H (-14.95884, -21.06456, 1.65547)  0.42
H (-13.86254, -21.65945, 2.58325)  0.42
C (-13.18530, -19.91445, 1.92698)  -0.25
C (-13.48398, -19.27115, 3.33222)  -0.79
O (-13.30059, -20.23021, 4.30619)  -0.34
C (-13.82900, -19.92747, 5.66840)  -0.84
H (-11.81771, -18.78478, -2.31841)  -0.07
H (-13.43108, -19.39652, -2.48678)  0.58
H (-12.06706, -20.37468, -2.98130)  0.45
H (-13.34870, -21.90829, -1.62816)  0.49
H (-14.52801, -20.82386, -0.92091)  0.58
H (-12.52051, -22.46645, 0.76798)  0.23
H (-14.26419, -22.73612, 0.35560)  0.45
H (-13.40890, -19.15746, 1.17527)  0.35
H (-12.10325, -20.03898, 1.88494)  0.03
H (-14.53726, -18.99775, 3.39512)  0.43
H (-12.83315, -18.42485, 3.55197)  0.43
H (-13.40564, -19.07441, 6.19865)  0.34
H (-13.61210, -20.81271, 6.26622)  0.28
H (-14.87980, -19.70029, 5.84818)  0.35
C (-9.93599, -18.17277, -12.66872)  -0.91
O (-9.98140, -19.44338, -11.99534)  -0.15
C (-10.69683, -20.52021, -12.61293)  -0.63
C (-10.75125, -21.52656, -11.42497)  -0.54
N (-9.43137, -21.81637, -10.67724)  0.71
H (-8.71221, -21.99736, -11.36291)  0.49
H (-9.10852, -21.04281, -10.11380)  -0.65
C (-9.60655, -23.15304, -9.85664)  -1.03
C (-10.07802, -22.93942, -8.43353)  0.65
O (-11.34022, -22.35282, -8.36402)  -0.38
C (-11.81198, -22.05402, -7.07555)  -0.46
H (-9.20526, -17.49467, -12.22791)  0.25
H (-10.98058, -17.86850, -12.60283)  0.35
H (-9.64037, -18.23589, -13.71597)  0.34
H (-10.13247, -20.94187, -13.44467)  0.37
H (-11.72700, -20.34999, -12.92577)  0.41
H (-11.13701, -22.39025, -11.96657)  0.41
H (-11.44157, -21.22964, -10.63541)  0.35
H (-8.58053, -23.49588, -9.72307)  0.50
H (-10.23243, -23.90915, -10.33063)  0.34
H (-9.37157, -22.30656, -7.89639)  -0.65
H (-9.97954, -23.89126, -7.91162)  0.70
H (-11.18714, -21.36145, -6.51162)  -0.06
H (-11.99817, -22.98101, -6.53322)  0.39
H (-12.74377, -21.49663, -7.17134)  0.28
C (-9.63394, -23.59480, 1.03348)  -0.90
O (-9.51625, -22.16827, 0.96497)  -0.36
C (-9.74636, -21.61998, -0.27079)  -0.32
C (-9.31309, -20.16270, -0.16302)  -1.14
N (-7.74505, -20.04515, 0.11853)  1.01
H (-7.53579, -20.63655, 0.91008)  0.65
H (-7.19737, -20.37619, -0.66285)  -0.52
C (-7.22487, -18.64381, 0.51631)  -0.36
C (-6.14424, -18.80444, 1.59016)  -0.70
O (-6.64158, -19.73662, 2.59090)  -0.29
C (-5.79617, -19.90093, 3.73097)  -0.83
H (-9.63956, -23.82779, 2.09827)  0.36
H (-8.80820, -24.11207, 0.54492)  0.26
H (-10.57873, -24.01952, 0.69425)  0.35
H (-10.79040, -21.77169, -0.54475)  0.29
H (-9.20745, -22.19503, -1.02378)  0.59
H (-9.82085, -19.69875, 0.68258)  0.52
H (-9.57534, -19.53901, -1.01762)  0.22
H (-8.03477, -18.02474, 0.90221)  0.30
H (-6.83552, -18.22466, -0.41150)  0.15
H (-5.99749, -17.84112, 2.07859)  0.57
H (-5.28823, -19.18943, 1.03596)  0.26
H (-5.73757, -18.98934, 4.32566)  0.31
H (-4.78476, -20.25693, 3.53499)  0.33
H (-6.16256, -20.75663, 4.29811)  0.26
C (-1.56118, -18.33259, -8.35168)  -1.25
O (-0.77308, -18.05771, -9.49069)  -0.26
C (-1.48940, -17.58842, -10.61039)  -0.20
C (-0.59774, -17.64917, -11.87670)  -0.39
N (0.78180, -17.19062, -11.47833)  -0.16
H (0.86972, -16.22089, -11.21001)  0.49
H (0.85209, -17.62390, -10.56870)  0.50
C (1.97180, -17.53484, -12.37619)  -0.26
C (3.26944, -17.67303, -11.52166)  -0.67
O (2.81874, -18.48696, -10.45223)  -0.18
C (3.98347, -18.97654, -9.82676)  -0.87
H (-2.20849, -17.54736, -7.96115)  0.64
H (-0.85220, -18.69336, -7.60651)  0.32
H (-2.15479, -19.22828, -8.53461)  0.28
H (-1.62626, -16.52035, -10.44129)  0.39
H (-2.43563, -18.10634, -10.76695)  0.03
H (-1.05129, -16.97672, -12.60485)  0.57
H (-0.55014, -18.70472, -12.14437)  -0.22
H (1.94580, -16.73995, -13.12156)  0.46
H (1.73498, -18.48228, -12.86032)  -0.08
H (3.63178, -16.67347, -11.28150)  0.44
H (4.02863, -18.22963, -12.07114)  0.42
H (3.67931, -19.54036, -8.94489)  0.05
H (4.58734, -18.18430, -9.38429)  0.39
H (4.60122, -19.61732, -10.45596)  0.45
B (-5.64647, -15.08270, -1.46093)  0.36
F (-5.50131, -15.09292, -2.83907)  -0.35
F (-4.98029, -16.17823, -0.97850)  -0.33
F (-5.01352, -14.00632, -0.95613)  -0.32
F (-6.98283, -15.09861, -1.21500)  -0.30
B (-11.85495, -17.98265, -5.46264)  0.33
F (-11.55667, -19.27646, -5.30754)  0.04
F (-13.18174, -17.81873, -5.06620)  -0.31
F (-11.01855, -17.21650, -4.68466)  -0.62
F (-11.79005, -17.66412, -6.82408)  -0.26
B (-1.99976, -17.81766, -3.05125)  -0.23
F (-2.61768, -16.59390, -2.97464)  -0.31
F (-0.86989, -17.68752, -2.24670)  -0.31
F (-2.77428, -18.77909, -2.46579)  -0.10
F (-1.68965, -18.15979, -4.32209)  -0.15
B (-7.07309, -23.85618, -6.65415)  0.12
F (-7.86659, -22.91870, -5.99366)  -0.04
F (-5.95859, -24.16426, -5.91074)  -0.28
F (-7.79879, -24.95993, -6.90229)  -0.32
F (-6.65389, -23.37385, -7.89771)  -0.36
B (-5.74414, -16.60005, -7.87637)  -0.70
F (-4.53216, -17.21717, -8.17889)  0.13
F (-6.69076, -16.85074, -8.79809)  -0.10
F (-6.16104, -16.84079, -6.54791)  -0.15
F (-5.58268, -15.23629, -7.94973)  -0.30
B (-5.37843, -22.23401, -1.61978)  -0.42
F (-6.01523, -22.47238, -2.81547)  -0.05
F (-4.98881, -20.97875, -1.40528)  0.02
F (-6.13248, -22.78362, -0.66881)  -0.24
F (-4.26758, -23.03983, -1.81363)  -0.42

Cartesian forces (eV/Å) of the 3 atoms listed first:
0.4 -0.8 -0.2
0.9 -0.4 -0.5
-0.9 1.3 0.4

Energy above the lowest of the compared OMol25 structures with the same formula, charge and spin = 601.5 kJ/mol
Molar mass = 1862.8 g/mol
E_tot = -189930.001 eV
Frontier orbital gap = 5.050 eV
Net charge = +4


Taking the records one at a time from the top gives HOMO energy values of -11.3, -13.1 eV.
Taking the records one at a time from the top gives LUMO values of -3.3, -8.1 eV.